Entry 1:
Formula: C4H9N3O
Source: the OMol25 dataset
Level of theory: wB97M-V/def2-TZVPD

```
17
Properties=species:S:1:pos:R:3:forces:R:3
C 0.26989 -0.12898 2.09912 -2.7 0.7 -5.5
C 0.27879 0.99521 0.88083 0.6 1.8 1.8
C 0.51106 -1.06728 0.78928 -3.0 -2.0 2.4
C 0.31135 -0.20509 -1.23728 0.4 -1.1 -1.7
H -0.73323 -0.98038 3.37790 -1.1 -1.2 1.3
H -1.73044 -0.88818 1.91243 2.5 2.0 3.2
H 1.09547 -0.10683 2.76375 0.5 0.3 0.7
H 0.85343 1.92253 0.96479 0.4 -0.2 0.6
H -0.60425 1.40589 0.41558 -1.3 -0.6 0.6
H 1.07844 -2.05255 0.88375 -0.3 1.5 -0.5
H -0.73847 -1.41137 0.44086 3.5 0.7 1.0
H 0.33190 -1.27049 -1.69175 1.0 1.7 0.9
H -1.28818 0.85896 -3.60103 4.3 -2.8 1.0
N -1.06615 -0.32001 2.71485 -0.3 -1.1 -2.9
N 0.89931 0.08149 -0.00579 0.0 -3.6 -1.8
N -0.36279 0.63522 -1.88410 0.8 1.3 -1.3
O -0.34798 0.27278 -3.30408 -5.3 2.6 0.2
```
Forces are in eV/Å.

Results
* E_HOMO: -8.90 eV
* max |F|: 6.15 eV/A
* relative energy (zero: lowest compared OMol25 entry of this formula, charge and spin): 157.5 kcal per mole
* orbital gap: 9.77 eV
* LUMO energy: 0.867 eV

Results of the natural (NBO) charge analysis, in e, for atoms 1 through 4: -0.05, -0.25, -0.20, 0.23



Entry 2:
Formula: C84H150N6O44P8
Source: the OMol25 dataset
Level of theory: wB97M-V/def2-TZVPD

```
292
Properties=species:S:1:pos:R:3:forces:R:3
C -19.00462 -27.73068 -15.40524 -0.2 -0.4 -1.1
C -18.22167 -28.16516 -16.51463 -1.4 0.5 1.8
C -16.88428 -28.04412 -16.41432 3.0 0.3 -0.5
C -16.34731 -27.39482 -15.30268 0.8 0.3 1.1
C -17.10274 -26.89728 -14.25039 1.0 -0.9 -0.7
C -18.44878 -27.14639 -14.29375 -0.5 0.5 0.3
N -14.84584 -27.26904 -15.18509 0.0 -0.8 -3.2
O -14.32865 -26.53210 -14.39702 -0.4 0.4 1.0
O -14.19207 -27.87262 -16.06678 -0.8 0.4 1.4
H -20.07560 -27.84242 -15.43369 -0.2 -0.2 -0.2
H -18.66005 -28.59332 -17.37555 -0.6 -0.4 -0.6
H -16.12882 -28.35527 -17.17736 -1.1 0.1 0.6
H -16.65908 -26.48438 -13.37448 0.3 0.4 0.2
H -19.03217 -26.81510 -13.43797 -0.2 -0.2 -0.3
C -22.70876 -27.04399 -16.58676 0.5 -0.1 2.4
C -22.11844 -25.92390 -15.96693 -0.7 -0.7 0.2
C -21.87581 -25.85563 -14.57166 0.3 1.2 -3.0
C -22.11574 -26.96532 -13.85289 -0.4 -1.0 1.2
C -22.58530 -28.14336 -14.37950 -0.3 -0.9 -0.8
C -22.88824 -28.15529 -15.74319 -0.3 -1.0 -0.3
N -21.80943 -26.92537 -12.44129 -0.1 -1.2 2.0
O -22.29425 -27.75586 -11.66887 0.0 0.4 -1.1
O -21.02650 -26.08957 -12.04597 0.3 0.8 -0.2
H -23.02850 -27.07488 -17.61452 0.3 0.1 -0.2
H -21.88121 -25.10666 -16.59575 0.2 1.0 -0.3
H -21.45304 -24.94538 -14.17643 0.0 -0.1 0.3
H -22.65957 -29.08284 -13.80152 -0.1 0.8 -0.3
H -23.21970 -29.12901 -16.13638 0.1 0.7 0.1
C -16.13451 -30.03469 -6.25674 0.6 0.1 -0.1
C -15.14575 -29.98632 -5.23770 -1.8 0.0 -0.5
C -15.44941 -30.50329 -3.98561 0.0 0.2 -0.8
C -16.65901 -31.15577 -3.82128 0.2 -0.4 0.2
C -17.54091 -31.39176 -4.84422 -0.8 0.1 -0.6
C -17.29997 -30.78531 -6.07672 1.3 1.0 0.8
N -16.97992 -31.70435 -2.49013 0.5 -0.3 -0.2
O -16.06342 -31.78471 -1.70985 0.7 0.2 0.6
O -18.09261 -32.09729 -2.25072 -0.9 0.0 -0.3
H -16.03405 -29.46356 -7.21380 0.2 -0.6 0.9
H -14.24779 -29.44056 -5.38522 0.6 0.4 0.0
H -14.77130 -30.36792 -3.17102 0.2 -0.1 0.4
H -18.43070 -31.99035 -4.65270 0.2 0.3 0.0
H -17.98508 -30.69226 -6.87938 -0.9 -0.6 -0.4
C -17.65551 -33.55238 -14.21323 1.2 -0.1 0.6
C -18.01196 -32.25574 -13.86527 0.1 0.4 0.1
C -19.03918 -31.60369 -14.48915 -0.7 -0.8 -0.8
C -19.71917 -32.36002 -15.44830 -1.1 2.1 0.1
C -19.45815 -33.64265 -15.75149 0.3 -1.4 0.0
C -18.38027 -34.26567 -15.11526 -0.8 -1.0 -1.2
N -20.83825 -31.67467 -16.18892 1.1 1.6 1.5
O -21.03885 -30.49346 -15.92615 0.3 -0.4 0.1
O -21.44100 -32.27257 -17.01298 -0.9 -1.4 -1.3
H -16.73261 -33.97858 -13.82835 -0.2 0.0 0.4
H -17.49509 -31.70900 -13.10844 0.6 0.0 0.5
H -19.36450 -30.59924 -14.28265 0.1 0.1 0.1
H -20.08368 -34.16539 -16.45298 0.0 -0.1 -0.2
H -18.14597 -35.30528 -15.41473 0.0 0.8 0.5
C -17.20959 -32.59578 -9.10344 0.9 -0.1 -1.3
C -18.35826 -33.35739 -8.95349 -0.5 -0.6 0.3
C -18.55783 -34.51967 -9.72007 0.5 0.9 -0.8
C -17.55874 -34.82320 -10.66004 -1.6 -1.6 0.6
C -16.39248 -34.12985 -10.80466 0.6 -0.1 -0.1
C -16.23041 -32.99435 -10.06815 -0.8 1.4 1.4
N -17.73026 -36.04649 -11.51407 1.3 0.5 -1.3
O -16.87372 -36.20074 -12.40532 -1.1 0.0 1.1
O -18.67201 -36.78237 -11.35460 -0.2 0.1 0.3
H -17.06941 -31.66598 -8.55442 0.0 -0.3 -0.1
H -19.13929 -33.08430 -8.22620 0.5 0.0 -0.4
H -19.51073 -35.04526 -9.68428 0.5 -0.1 0.0
H -15.58201 -34.46298 -11.43063 -0.2 0.0 -0.4
H -15.35801 -32.38302 -10.28113 0.0 -0.1 0.4
C -14.70686 -23.38781 -17.96869 0.5 0.1 0.9
C -14.47617 -22.81051 -16.70635 0.2 0.7 0.8
C -15.44983 -22.81415 -15.69836 -0.4 -0.5 -0.7
C -16.62569 -23.46938 -16.02085 -1.5 -0.3 0.9
C -16.88444 -24.18598 -17.16376 1.9 1.1 -0.3
C -15.85979 -24.08955 -18.13713 -2.2 -1.3 -0.3
N -17.76523 -23.48495 -15.02493 0.2 -0.3 0.8
O -17.47330 -23.39336 -13.82594 -0.3 0.0 -1.3
O -18.90800 -23.63648 -15.44457 1.1 0.2 0.4
H -14.01662 -23.40868 -18.82084 0.1 0.4 0.8
H -13.55063 -22.33326 -16.41147 0.2 0.0 -0.6
H -15.40471 -22.38272 -14.68999 0.5 0.0 -0.7
H -17.81016 -24.71156 -17.22228 -0.3 -0.3 -0.5
H -16.01775 -24.60710 -19.07261 0.0 -0.1 -0.1
C -21.23707 -16.02646 -12.13237 -0.4 1.3 1.8
C -19.94185 -16.47667 -11.46493 -0.7 0.7 -1.9
O -19.85784 -17.86623 -11.67446 0.2 -0.4 0.1
P -20.26685 -18.93714 -10.62034 -0.2 -0.3 1.4
O -21.61268 -18.90740 -9.97555 1.5 -0.1 -0.8
O -19.90243 -20.17442 -11.52541 -0.2 -2.2 0.1
C -20.22584 -21.57829 -11.06667 0.3 0.7 0.2
C -20.45958 -22.49982 -12.26434 -0.9 1.1 0.8
O -19.04167 -18.76362 -9.58060 -0.3 -0.2 0.3
C -18.99485 -19.39926 -8.26875 -1.9 0.5 -0.5
C -18.02699 -18.69918 -7.41850 1.2 1.2 0.5
H -22.01505 -16.42865 -11.49084 -0.4 0.0 0.0
H -21.29281 -14.91687 -12.00658 -0.1 -0.7 -0.5
H -21.47201 -16.36058 -13.13381 0.6 0.0 -0.3
H -19.10871 -16.07194 -12.02972 0.4 0.2 0.3
H -19.92444 -16.14784 -10.42709 0.2 -0.3 0.1
H -19.40587 -21.95916 -10.45263 0.2 0.4 0.0
H -21.08995 -21.43416 -10.43380 -0.4 -0.4 0.1
H -21.32151 -21.99750 -12.74246 0.5 -0.7 -0.5
H -19.54967 -22.47448 -12.84227 0.0 -0.2 -0.6
H -20.71869 -23.54975 -11.98461 0.2 0.9 0.0
H -19.92932 -19.22436 -7.73481 -0.6 -0.4 -0.6
H -18.84179 -20.46214 -8.41563 0.3 -0.1 0.1
H -17.91458 -19.19120 -6.44339 -0.2 0.2 -0.2
H -17.06839 -18.73771 -7.89653 0.8 0.1 -0.1
H -18.27949 -17.60812 -7.29946 0.0 -1.2 0.0
C -13.02287 -37.51024 -15.14625 0.4 -0.7 0.4
C -13.75128 -36.22352 -15.03239 -0.3 1.0 -0.5
O -12.86508 -35.18800 -14.48388 -0.4 -1.1 0.3
P -13.24118 -33.72361 -14.03413 -0.1 -0.8 0.5
O -14.27062 -33.57843 -12.98254 0.7 0.2 -0.4
O -11.81179 -33.15137 -13.65905 -0.3 -0.3 0.0
C -10.66126 -33.47610 -14.47552 0.8 -1.1 1.7
C -9.54597 -32.56595 -14.05265 0.0 1.1 -0.5
O -13.60659 -33.07773 -15.41377 -1.0 1.3 -0.2
C -14.62086 -32.00176 -15.46618 -0.4 -0.6 -0.4
C -15.54946 -32.41203 -16.59080 0.0 -1.6 0.8
H -13.71983 -38.25892 -15.53948 0.1 0.1 0.0
H -12.15672 -37.46624 -15.81559 -0.1 0.0 0.3
H -12.75366 -37.83925 -14.12650 0.2 0.0 -0.6
H -14.09068 -35.85822 -15.99345 0.1 0.1 -0.4
H -14.67131 -36.43571 -14.48997 0.1 0.7 0.8
H -10.33211 -34.51839 -14.25736 -0.7 0.5 -0.3
H -10.87381 -33.37153 -15.51844 -0.3 0.1 -0.6
H -8.67444 -32.82310 -14.68350 -0.1 0.3 0.6
H -9.87547 -31.54759 -14.31314 0.4 -0.1 0.0
H -9.32833 -32.53110 -12.96814 0.0 -0.5 -0.6
H -15.18349 -31.92833 -14.52073 0.4 -0.2 -0.2
H -14.13059 -31.05438 -15.64178 0.4 0.1 -0.1
H -16.10257 -33.30844 -16.26710 0.3 0.2 0.0
H -16.32179 -31.74129 -16.84584 -0.6 1.3 -0.2
H -15.01871 -32.72105 -17.47032 0.5 0.2 -0.5
C -15.33861 -20.67514 -9.55988 0.4 1.4 0.1
C -15.08813 -21.21395 -8.19756 -1.3 -0.7 0.0
O -16.41579 -21.54821 -7.65937 0.5 0.0 1.0
P -16.40214 -22.45975 -6.33802 -0.8 1.0 -0.2
O -15.44322 -22.11843 -5.28233 0.0 -0.1 -0.3
O -16.25120 -23.87205 -7.02472 0.0 0.0 -0.2
C -16.14736 -25.01861 -6.16660 -0.5 -0.1 1.0
C -16.20653 -26.27610 -6.98662 0.0 0.8 -0.1
O -17.89775 -22.32325 -5.78909 0.4 -0.4 -0.4
C -19.02533 -22.68547 -6.62516 0.5 0.3 0.4
C -19.60265 -24.05713 -6.35305 -0.4 0.8 0.6
H -15.83654 -21.34831 -10.24705 0.1 -0.3 0.1
H -15.93145 -19.76086 -9.48750 0.0 0.0 -0.2
H -14.33915 -20.40933 -9.90372 -0.1 0.1 -0.6
H -14.58377 -22.15790 -8.36178 0.6 -0.2 0.6
H -14.57032 -20.52036 -7.51202 -0.2 -0.5 -0.4
H -15.21800 -24.99144 -5.62880 0.5 0.2 0.0
H -16.90878 -24.91048 -5.36820 -0.1 -0.4 -0.5
H -15.43823 -26.21270 -7.75317 0.1 -0.3 0.0
H -16.04258 -27.11605 -6.34588 0.3 -0.6 0.4
H -17.15264 -26.42929 -7.47393 -0.5 0.1 -0.2
H -19.75012 -21.87852 -6.52682 -0.1 -0.1 0.4
H -18.71200 -22.62652 -7.64838 0.2 -0.1 -0.8
H -19.03741 -24.83445 -6.83394 0.1 -0.4 -0.4
H -19.68702 -24.32268 -5.28789 0.0 0.4 -0.3
H -20.59973 -23.92794 -6.77432 -0.2 -0.8 0.0
C -12.37147 -23.88957 -7.06564 0.7 0.2 0.3
C -12.71814 -23.92197 -5.60262 -0.9 -0.6 1.0
O -13.17592 -25.30766 -5.18332 -0.1 0.9 -0.4
P -12.32126 -26.59701 -5.39067 -0.3 -1.3 0.5
O -10.86492 -26.34344 -5.34408 -0.6 -0.4 -0.1
O -12.91139 -27.63824 -4.27565 0.8 1.3 -0.4
C -12.31287 -27.64104 -2.91891 1.2 -1.3 -2.0
C -11.45272 -28.95001 -2.87336 0.9 0.7 1.0
O -12.89517 -27.35095 -6.72256 0.8 0.7 1.2
C -12.14650 -28.55497 -7.06364 0.6 1.1 -0.9
C -12.51880 -28.90399 -8.48544 -0.1 -0.2 -0.5
H -11.78771 -22.97385 -7.16595 0.0 0.0 -0.5
H -11.73554 -24.73257 -7.37202 -0.1 0.3 0.2
H -13.22200 -23.85773 -7.73206 -0.3 0.0 0.0
H -11.89969 -23.63457 -4.92421 0.0 -0.4 -0.5
H -13.57570 -23.25689 -5.32639 0.6 -0.7 -0.4
H -11.76168 -26.69645 -2.76943 -0.1 -0.6 0.1
H -13.14068 -27.74409 -2.27411 -0.9 0.2 0.9
H -12.05652 -29.86121 -2.73104 0.0 0.5 -0.5
H -10.79349 -29.02675 -3.76418 -0.6 0.1 0.5
H -10.76735 -28.96023 -1.97979 -0.6 0.3 -0.7
H -11.06929 -28.33968 -6.94881 -0.4 -0.2 0.0
H -12.42502 -29.34931 -6.39923 -0.1 -0.4 0.4
H -13.60994 -28.93040 -8.52119 0.0 -0.2 -0.3
H -12.16979 -28.23426 -9.29265 -0.1 0.2 0.7
H -12.10150 -29.87596 -8.76186 -0.2 -0.1 0.2
C -24.93126 -30.73267 -9.62264 0.2 0.2 -0.2
C -23.99620 -30.54031 -10.77700 0.3 -1.1 -1.2
O -23.36808 -31.85146 -11.10700 0.9 0.5 -0.3
P -22.39842 -31.87069 -12.41282 -3.2 -0.6 -1.5
O -23.15052 -31.49683 -13.66076 1.3 -0.3 1.7
O -21.18830 -30.97213 -12.12724 1.0 1.2 0.2
C -20.25221 -31.25576 -11.08270 0.4 -0.8 0.3
C -19.37808 -30.06775 -10.81104 0.2 0.0 -0.1
O -21.75732 -33.32452 -12.42023 -0.9 -0.9 -0.1
C -22.69684 -34.41226 -12.83814 -0.5 1.1 0.7
C -22.08034 -35.74417 -12.90687 1.4 -0.9 0.5
H -25.52556 -29.81941 -9.54692 0.0 -0.1 0.4
H -25.58044 -31.56365 -9.81272 -0.6 -0.4 -0.2
H -24.39123 -30.97863 -8.70463 0.0 0.4 0.0
H -24.44116 -30.19205 -11.72001 -0.4 -0.1 0.4
H -23.22218 -29.83862 -10.55703 0.7 0.4 0.3
H -20.74874 -31.57966 -10.17759 -0.7 0.4 0.4
H -19.72441 -32.18054 -11.33822 0.4 0.4 -0.4
H -19.97653 -29.20238 -10.49221 0.2 -0.1 -0.5
H -18.74583 -30.30621 -9.97448 0.3 -0.2 0.5
H -18.66752 -29.86274 -11.63039 -0.6 0.3 0.1
H -23.51034 -34.44918 -12.09814 0.1 0.4 -0.3
H -23.08042 -34.15298 -13.81655 -0.2 0.3 -0.1
H -21.69752 -36.13276 -11.94515 -0.2 0.3 -0.4
H -22.80604 -36.44913 -13.28576 -0.4 -0.2 0.0
H -21.26907 -35.77552 -13.62179 0.4 0.1 -0.1
C -6.73287 -24.84658 -13.70865 -0.5 -1.2 0.4
C -8.19133 -24.70664 -13.22354 0.7 -0.7 0.3
O -8.40656 -25.59496 -12.03247 1.9 0.8 -1.7
P -9.56400 -25.40696 -11.02325 -0.3 1.2 1.5
O -9.87457 -24.02496 -10.57499 0.0 -1.1 -0.6
O -10.76438 -26.08536 -11.77546 -1.3 -0.4 0.0
C -10.76324 -27.46697 -12.17085 1.2 -0.2 -1.0
C -11.30320 -27.63676 -13.57669 -0.8 0.0 0.2
O -9.12840 -26.38887 -9.85635 0.4 0.5 -0.7
C -9.64600 -26.26279 -8.50480 0.4 -2.2 -0.3
C -8.60438 -26.89732 -7.55411 -0.3 1.6 -0.2
H -5.97965 -24.55649 -12.97670 -0.3 0.1 0.2
H -6.59667 -25.92713 -13.91857 0.2 0.6 -0.1
H -6.52558 -24.27555 -14.61382 -0.4 0.0 -0.1
H -8.42244 -23.68462 -12.98144 -0.3 0.3 0.4
H -8.86236 -25.05499 -14.00994 -0.1 0.0 0.1
H -9.73692 -27.86409 -12.14077 -0.2 0.2 0.1
H -11.33530 -28.08699 -11.50458 -0.4 0.1 0.7
H -11.48224 -28.70422 -13.76998 0.5 0.2 -0.1
H -12.29490 -27.20594 -13.66625 -0.2 0.2 0.2
H -10.73163 -27.14599 -14.35952 0.4 -0.2 0.0
H -9.89890 -25.25498 -8.25655 0.2 0.7 0.0
H -10.55420 -26.86720 -8.57159 -0.1 0.2 0.6
H -8.41704 -27.96128 -7.72555 0.1 0.3 -0.3
H -7.68898 -26.25637 -7.61843 -0.5 -0.9 0.0
H -9.01861 -26.77608 -6.55559 0.1 -0.1 0.2
C -8.37702 -21.70223 -17.34546 -0.3 -0.4 0.6
C -8.33591 -21.57378 -15.82415 -0.4 0.2 -0.2
O -9.29521 -20.59866 -15.23962 -0.1 -1.9 -0.7
P -10.78906 -21.18214 -14.97208 2.2 1.2 1.2
O -11.49909 -21.81937 -16.05415 -0.4 -0.8 -1.1
O -11.46846 -19.84497 -14.56036 -0.8 -0.5 -0.2
C -10.93884 -18.81275 -13.75722 -0.2 1.3 -0.3
C -11.01400 -19.12583 -12.27425 0.8 0.6 0.0
O -10.56894 -22.08008 -13.65715 2.0 1.5 -2.1
C -11.63750 -22.61453 -12.97616 -2.5 -1.6 -0.5
C -12.33032 -23.75035 -13.76530 0.7 0.0 -0.5
H -8.14087 -20.77283 -17.85411 0.1 0.0 0.0
H -7.63931 -22.48455 -17.58651 -0.1 0.4 -0.1
H -9.34939 -22.07258 -17.65645 -0.1 0.1 -0.2
H -8.54274 -22.57387 -15.40137 0.3 0.5 0.1
H -7.33591 -21.21605 -15.57396 -0.2 -0.1 0.5
H -9.98694 -18.43006 -14.16521 0.1 -0.9 0.5
H -11.58923 -17.98386 -14.04694 -0.2 0.1 0.6
H -12.05920 -19.13398 -11.92982 0.5 0.0 0.1
H -10.48467 -20.03137 -11.99053 -0.3 -0.5 -0.3
H -10.37810 -18.38546 -11.76898 -0.7 0.3 0.1
H -11.20480 -22.95783 -12.05500 -0.4 0.0 0.7
H -12.43275 -21.86475 -12.90421 0.2 0.2 0.8
H -13.10441 -24.22725 -13.21598 -1.1 0.1 0.7
H -12.73186 -23.39302 -14.72283 0.2 -0.1 0.4
H -11.71897 -24.62296 -13.96462 0.8 0.1 -0.2
C -13.90185 -29.63639 -12.65448 -0.1 -1.3 0.7
C -15.29614 -29.77213 -12.11482 -0.8 0.1 -1.7
O -15.83972 -28.40020 -11.99262 0.1 -1.7 1.3
P -16.33186 -27.86624 -10.57775 1.3 0.4 1.4
O -16.64479 -28.80270 -9.45266 0.1 0.9 -1.6
O -15.16263 -26.84602 -10.07221 0.5 -0.6 -0.9
C -14.21356 -26.25994 -11.05130 -0.5 0.2 -0.2
C -13.48863 -25.07562 -10.44066 -0.9 0.7 0.4
O -17.43883 -26.92815 -11.15117 -1.4 0.5 0.3
C -18.30831 -26.09555 -10.27876 0.1 -0.8 -0.9
C -17.78819 -24.69275 -10.28172 0.0 0.3 1.2
H -13.83870 -29.30949 -13.68645 0.0 0.5 0.1
H -13.32195 -29.06777 -11.92382 0.2 0.1 -0.5
H -13.54683 -30.66814 -12.63752 0.5 -0.1 -0.1
H -15.96774 -30.24652 -12.86826 0.5 0.3 0.4
H -15.31734 -30.47182 -11.26089 -0.3 1.2 0.3
H -13.49617 -27.00632 -11.42499 -0.4 0.0 0.3
H -14.81340 -25.92744 -11.90878 0.2 -0.1 0.1
H -12.84485 -24.53607 -11.15826 -0.2 -0.6 0.4
H -14.24774 -24.35255 -10.08211 0.2 -0.2 -0.2
H -12.93516 -25.33833 -9.54400 0.3 -0.3 -0.1
H -19.30000 -26.06635 -10.73274 0.2 -0.4 -0.2
H -18.43300 -26.65446 -9.35284 0.4 0.4 0.4
H -16.73063 -24.60870 -10.04409 0.1 -0.2 -0.1
H -18.02931 -24.20607 -11.21608 0.1 0.1 -0.3
H -18.29674 -24.15701 -9.46999 -0.1 0.1 -0.2
```
Forces are in eV/Å.

Results
* E_HOMO: -9.68 eV
* max |F|: 3.58 eV/A
* relative energy (zero: lowest compared OMol25 entry of this formula, charge and spin): 0.0 kcal per mole
* orbital gap: 9.06 eV
* LUMO energy: -0.617 eV

Results of the Löwdin charge analysis, in e, for atoms 1 through 4: -0.03, -0.05, -0.03, -0.12